Below is 12 unconnected molecules or ions with the total composition C48H76O32 in a non-equilibrium geometry, with properties calculated with ωB97M-V/def2-TZVPD.

The geometry in XYZ format:
```
156
Properties=species:S:1:pos:R:3:forces:R:3:lowdin_charge:R:1
C 1.812 -4.425 0.299 -0.16 -0.90 -0.99 -0.024
C 1.946 -3.525 1.464 1.23 1.44 1.36 -0.310
C 2.678 -4.102 2.667 0.80 0.50 0.52 -0.015
O 3.476 -2.956 3.267 -0.92 -0.92 -1.30 0.060
C 3.613 -2.059 2.271 -1.33 -0.66 -0.64 -0.584
O 4.242 -1.049 2.291 0.64 0.40 0.51 0.124
O 2.873 -2.399 1.188 -0.11 -0.24 -0.33 0.054
H 2.806 -4.810 -0.033 -0.62 0.35 0.21 0.102
H 1.361 -3.805 -0.521 0.17 -1.00 0.52 0.089
H 1.193 -5.340 0.592 0.62 1.40 -0.56 0.111
H 1.012 -3.030 1.729 -0.05 -0.30 0.03 0.127
H 3.414 -4.848 2.320 -0.30 0.20 0.39 0.142
H 2.026 -4.463 3.450 -0.01 -0.22 0.08 0.122
C 3.265 2.423 -4.170 -1.06 0.14 0.17 -0.016
C 1.923 2.264 -4.921 -0.80 0.39 0.05 -0.235
C 1.880 1.121 -5.990 0.45 -0.11 2.32 -0.055
O 0.673 0.402 -5.669 -0.28 -0.09 -0.40 0.070
C 0.118 0.823 -4.525 0.25 -0.34 1.01 -0.558
O -0.812 0.318 -3.935 0.93 0.50 -1.04 0.136
O 0.797 1.882 -4.033 0.88 0.28 -0.39 0.052
H 3.570 1.492 -3.717 0.07 -0.34 -0.14 0.040
H 3.165 3.135 -3.326 0.03 -0.09 -0.70 0.084
H 4.024 2.754 -4.890 -0.14 0.04 0.26 0.096
H 1.621 3.260 -5.317 0.23 -0.73 0.03 0.152
H 2.730 0.451 -5.750 -0.51 0.22 -0.58 0.122
H 1.857 1.456 -7.004 -0.11 0.14 -0.60 0.123
C -4.977 -2.089 -2.271 0.27 0.62 2.65 -0.021
C -4.840 -3.488 -2.765 0.87 -0.55 0.98 -0.261
C -3.534 -3.716 -3.520 0.64 -1.41 1.39 -0.025
O -3.072 -5.031 -3.018 -0.40 0.20 0.02 0.064
C -3.759 -5.355 -1.913 0.51 0.81 -0.01 -0.610
O -3.498 -6.228 -1.144 0.36 -0.86 0.04 0.128
O -4.754 -4.510 -1.682 -0.69 1.61 -0.49 0.082
H -4.068 -1.772 -1.670 -0.91 -0.42 -0.68 0.100
H -5.873 -1.900 -1.620 0.73 -0.45 -0.58 0.110
H -5.057 -1.412 -3.088 0.02 0.45 -0.89 0.060
H -5.710 -3.768 -3.298 -0.75 -0.34 -0.87 0.139
H -2.723 -3.030 -3.247 -0.47 0.13 -0.30 0.125
H -3.665 -3.884 -4.555 -0.03 0.40 -1.16 0.122
C 1.889 0.634 -0.918 0.80 1.53 0.73 -0.001
C 0.729 -0.027 -0.360 -0.93 -1.55 2.05 -0.334
C -0.622 0.596 -0.532 -0.20 1.25 -1.56 -0.068
O -1.548 -0.516 -0.614 1.01 0.17 0.23 0.063
C -0.805 -1.592 -0.917 0.33 -0.63 -1.20 -0.565
O -1.257 -2.636 -1.294 -0.30 -0.21 0.40 0.125
O 0.531 -1.376 -0.885 -0.91 0.69 0.32 0.086
H 1.896 0.731 -1.987 -0.04 0.06 -0.52 0.073
H 2.761 0.109 -0.535 0.35 0.07 -0.22 0.089
H 1.836 1.630 -0.405 0.44 -0.49 -0.75 0.102
H 0.892 -0.130 0.720 0.05 -0.31 -0.24 0.119
H -0.607 1.144 -1.496 -0.48 -0.35 0.27 0.130
H -0.909 1.318 0.229 0.06 -0.40 0.25 0.106
C 2.337 0.649 4.796 -0.73 1.46 0.70 0.006
C 2.460 2.013 4.058 -0.76 -0.76 1.14 -0.252
C 2.734 1.922 2.584 0.95 -0.83 -0.43 -0.091
O 1.438 1.768 2.001 -1.28 0.93 2.18 0.019
C 0.532 2.287 2.951 1.03 0.02 -1.67 -0.540
O -0.610 2.465 2.694 -0.88 0.03 -0.04 0.152
O 1.124 2.654 4.094 0.94 -0.87 -0.59 0.081
H 1.822 0.889 5.776 0.48 -0.44 -1.03 0.108
H 3.323 0.231 5.046 -0.37 -0.11 -0.49 0.098
H 1.676 0.010 4.193 0.52 -0.19 0.27 0.075
H 3.128 2.644 4.609 0.33 0.52 0.07 0.145
H 3.283 0.971 2.402 0.01 0.88 -0.23 0.125
H 3.223 2.828 2.177 -0.15 -0.50 0.08 0.133
C -2.968 -3.153 1.436 -1.50 0.94 -0.09 -0.014
C -2.910 -4.626 1.688 2.54 -0.06 0.28 -0.225
C -1.607 -5.303 1.111 0.19 1.03 -0.73 -0.070
O -0.739 -5.549 2.233 -1.78 0.63 0.24 0.040
C -1.493 -5.292 3.344 2.58 -0.84 0.22 -0.622
O -0.999 -5.433 4.420 0.07 -0.02 1.20 0.123
O -2.705 -4.898 3.131 -1.64 0.58 -1.32 0.112
H -3.670 -2.643 2.151 0.24 -0.61 -0.77 0.105
H -3.360 -3.034 0.385 0.56 0.23 1.08 0.103
H -2.026 -2.621 1.582 0.20 -0.35 -0.31 0.069
H -3.762 -5.157 1.318 -0.62 -0.22 0.17 0.138
H -0.993 -4.667 0.401 -1.25 -0.73 0.52 0.132
H -1.932 -6.236 0.695 0.36 -0.49 -0.54 0.108
C -1.429 6.018 3.021 1.01 1.15 -0.14 -0.010
C -0.497 6.339 1.837 1.35 -1.70 1.50 -0.275
C 0.913 5.656 2.054 0.72 0.83 -0.75 -0.057
O 1.058 4.808 0.906 -0.11 -0.26 0.00 0.023
C -0.112 4.736 0.223 0.88 -0.41 1.34 -0.563
O -0.365 3.864 -0.542 -0.22 0.26 -0.61 0.169
O -0.910 5.721 0.633 -1.51 0.34 -0.67 0.096
H -2.419 6.373 2.799 -0.60 -0.09 -0.12 0.074
H -1.075 6.647 3.882 -0.19 -0.81 -0.55 0.107
H -1.408 4.956 3.249 -0.09 -0.02 0.11 0.068
H -0.392 7.395 1.715 -0.09 0.69 -0.43 0.137
H 0.966 5.013 2.933 -0.15 0.25 0.11 0.113
H 1.803 6.340 2.019 -0.98 -0.42 0.28 0.145
C -4.184 1.717 -2.837 0.11 -0.46 -0.03 -0.012
C -4.265 1.581 -4.319 -0.36 -0.79 -2.53 -0.265
C -3.098 2.136 -5.103 0.63 1.54 -0.76 -0.121
O -2.798 1.209 -6.146 0.01 -0.71 -0.31 0.049
C -3.400 0.014 -5.894 -0.11 -0.11 0.47 -0.553
O -3.224 -1.036 -6.459 -0.08 1.50 0.40 0.136
O -4.268 0.185 -4.874 -0.33 0.26 1.09 0.052
H -4.997 1.182 -2.338 0.41 -0.09 0.04 0.077
H -4.386 2.756 -2.672 -0.11 0.80 0.36 0.091
H -3.169 1.529 -2.434 -0.67 -0.34 -0.23 0.100
H -5.168 2.081 -4.791 0.57 -0.87 1.04 0.168
H -2.170 2.335 -4.559 -0.28 -0.28 0.31 0.118
H -3.401 3.091 -5.580 0.28 -0.47 0.14 0.139
C -3.979 2.724 2.677 2.22 1.13 -0.39 -0.013
C -3.412 1.894 1.536 0.07 -0.35 -0.70 -0.220
C -3.544 0.391 1.892 0.53 0.16 -0.88 -0.102
O -4.871 0.102 1.425 -0.01 0.99 -0.94 0.030
C -5.171 1.043 0.419 -3.24 -3.56 0.43 -0.612
O -6.196 0.966 -0.218 0.92 0.09 0.49 0.120
O -4.244 1.887 0.281 2.37 2.63 0.99 0.105
H -3.111 2.779 3.403 -1.07 -0.10 -0.55 0.101
H -4.797 2.229 3.112 -1.14 -0.54 0.68 0.068
H -4.243 3.762 2.422 0.08 -0.43 -0.14 0.093
H -2.444 2.265 1.153 -0.52 -0.43 0.64 0.123
H -3.528 0.142 2.946 0.21 0.29 0.21 0.132
H -2.791 -0.207 1.347 -0.46 0.14 0.25 0.105
C -2.230 -2.326 5.970 -1.20 -0.78 0.83 -0.009
C -0.919 -1.753 5.770 2.47 2.44 0.40 -0.321
C 0.186 -2.673 5.360 -0.40 -2.76 -0.80 -0.081
O 0.274 -2.623 3.909 -1.59 1.85 1.00 0.032
C -0.359 -1.412 3.608 1.19 -2.83 1.83 -0.612
O -0.348 -0.984 2.536 -0.12 1.73 -3.87 0.190
O -0.908 -0.849 4.653 -0.66 0.94 0.34 0.102
H -2.063 -3.062 6.719 -0.16 -0.85 0.90 0.094
H -2.661 -2.880 5.150 0.12 0.05 -0.66 0.096
H -2.959 -1.648 6.380 -0.21 0.48 -0.07 0.095
H -0.504 -1.126 6.632 -1.09 -0.88 -0.79 0.184
H -0.095 -3.713 5.604 0.56 0.36 0.08 0.128
H 1.152 -2.395 5.684 0.94 0.27 0.86 0.122
C 5.070 3.103 -0.719 -0.42 -1.53 1.19 -0.140
C 6.300 3.663 0.075 -1.12 -1.15 -1.35 -0.165
C 5.791 4.775 0.909 -2.03 1.17 -0.14 -0.153
O 4.313 4.685 0.851 0.48 -0.21 -0.07 -0.174
C 3.998 4.143 -0.417 -0.49 0.07 -1.13 -0.250
H 4.749 2.063 -0.311 0.51 1.71 -0.50 0.129
H 5.262 2.947 -1.784 0.03 0.24 0.14 0.096
H 7.006 3.957 -0.644 1.07 0.85 -0.84 0.092
H 6.762 2.881 0.584 0.65 -1.29 1.25 0.089
H 6.132 5.727 0.432 -0.42 -0.32 0.79 0.130
H 5.914 4.737 1.983 0.87 0.11 0.02 0.119
H 4.039 4.965 -1.150 0.12 -0.08 -0.11 0.121
H 2.967 3.729 -0.522 0.67 0.36 0.79 0.109
C 4.028 -2.218 -2.439 1.14 -1.71 0.60 -0.161
C 3.265 -3.232 -3.305 -1.50 1.11 0.01 -0.142
C 2.270 -2.226 -3.967 -0.39 -0.84 -0.11 -0.146
O 2.832 -0.884 -3.887 -1.48 -0.46 -0.26 -0.177
C 4.096 -0.981 -3.310 0.40 -1.22 0.31 -0.242
H 5.020 -2.656 -2.162 -0.60 0.68 -0.08 0.128
H 3.484 -1.985 -1.509 0.11 -0.14 -0.33 0.099
H 2.670 -4.036 -2.796 0.75 0.81 -0.19 0.118
H 3.866 -3.685 -4.073 0.58 -0.21 -0.14 0.096
H 1.372 -2.258 -3.349 -0.25 0.35 -0.27 0.107
H 2.016 -2.527 -5.012 0.22 0.62 0.68 0.133
H 4.341 -0.167 -2.649 0.01 0.84 -0.20 0.101
H 4.767 -1.088 -4.155 0.96 0.08 0.18 0.127
```
Forces are in eV/Å.

The value obtained for the electronic energy is -4282.40920 Eh. Its energy relative to the best compared isomer or geometry (same formula, charge and spin) is 0.7042 eV. The molar mass comes out at 1165.10 Da. As for the SMILES: C[C@H]1COC(=O)O1.C[C@H]1COC(=O)O1.C[C@H]1COC(=O)O1.C[C@H]1COC(=O)O1.C[C@H]1COC(=O)O1.C[C@H]1COC(=O)O1.C[C@H]1COC(=O)O1.C[C@H]1COC(=O)O1.C[C@H]1COC(=O)O1.C[C@H]1COC(=O)O1.C1CCOC1.C1CCOC1. The LUMO energy is 0.3 eV.


Below is 12 unconnected molecules or ions with the total composition C48H77BN11O8 in a non-equilibrium geometry, with properties calculated with ωB97M-V/def2-TZVPD.

The geometry in XYZ format:
```
145
Properties=species:S:1:pos:R:3:forces:R:3:lowdin_spin:R:1
O 0.154 -3.497 -2.006 0.08 3.19 1.59 0.000
C 0.279 -2.371 -1.502 0.22 -2.39 -1.89 0.000
O 0.391 -2.068 -0.239 0.01 -0.81 0.51 0.002
B 0.541 -0.623 -0.035 -0.37 1.21 2.88 0.010
O 0.491 -0.045 -1.380 0.48 0.29 0.28 0.003
C 0.384 -1.002 -2.244 -1.26 0.23 -3.74 0.000
O 0.236 -0.788 -3.457 0.48 -0.75 2.14 0.000
O 1.730 -0.267 0.750 1.34 -1.97 -3.22 0.073
C 1.392 0.465 1.773 -5.85 1.36 1.94 0.206
O 2.091 1.007 2.603 2.89 0.86 1.39 0.189
C -0.122 0.545 1.836 5.21 0.77 1.15 0.229
O -0.573 -0.097 0.811 -2.03 -2.44 -4.00 0.088
O -0.813 1.156 2.645 -1.70 0.98 1.40 0.174
C -3.164 4.068 2.343 -1.08 -0.16 0.63 0.001
C -3.967 4.222 3.643 0.59 0.23 0.79 0.000
C -3.293 3.608 4.889 0.09 -0.77 -0.48 0.000
C -1.983 4.141 5.232 0.37 0.61 -0.08 0.000
N -0.969 4.602 5.520 -0.20 -0.08 -0.06 0.000
H -3.814 4.442 1.552 0.31 0.29 -0.24 0.000
H -3.044 3.002 2.149 0.50 -0.02 0.02 0.000
H -2.203 4.583 2.370 -0.05 -0.12 -0.09 0.000
H -4.938 3.737 3.542 -0.02 -0.02 -0.03 0.000
H -4.149 5.255 3.938 -0.12 0.29 -0.51 0.000
H -3.117 2.552 4.680 -0.09 -0.26 0.16 0.000
H -3.917 3.703 5.778 -0.13 -0.07 -0.06 0.000
C 1.440 5.309 -3.720 -0.78 0.10 0.41 0.000
C 1.696 4.398 -2.521 2.24 0.26 -0.44 0.000
C 1.455 2.892 -2.770 -0.92 0.70 0.49 0.000
C 1.857 2.362 -4.081 0.65 -1.03 -2.28 0.000
N 2.170 1.897 -5.115 -0.77 1.40 2.69 0.000
H 2.035 5.075 -4.602 -0.08 -0.30 0.07 0.000
H 1.628 6.355 -3.477 0.10 -0.02 0.20 0.000
H 0.376 5.256 -3.950 -0.08 0.00 -0.44 0.000
H 1.253 4.783 -1.602 -0.72 -0.40 -0.18 0.000
H 2.752 4.519 -2.283 0.37 -0.09 -0.03 0.000
H 0.375 2.819 -2.639 -0.14 -0.75 -0.41 0.000
H 1.881 2.266 -1.987 0.08 0.03 -0.03 0.000
C -0.676 -1.582 -8.078 0.29 1.12 0.81 0.000
C -0.931 -0.606 -6.875 -0.48 -1.40 -0.05 0.000
C -2.029 -1.172 -5.948 0.55 -0.02 0.03 0.000
C -1.644 -2.419 -5.278 1.05 -2.17 0.88 0.000
N -1.287 -3.402 -4.754 -1.09 1.97 -1.29 0.000
H -1.569 -1.958 -8.578 -0.27 0.01 0.36 0.000
H -0.103 -2.408 -7.657 -0.05 -0.16 -0.38 0.000
H -0.112 -1.075 -8.860 0.31 -0.11 0.08 0.000
H -1.247 0.403 -7.142 0.17 -0.05 -0.27 0.000
H -0.064 -0.561 -6.215 0.33 0.31 -0.41 0.000
H -2.919 -1.379 -6.542 -0.33 0.31 0.33 0.000
H -2.145 -0.448 -5.141 -0.62 0.07 -0.07 0.000
C 0.543 1.154 7.001 0.35 0.17 1.14 0.000
C 1.266 1.106 5.679 -0.57 0.05 -0.21 0.000
C 2.427 0.080 5.642 -0.44 1.37 -0.38 0.001
C 3.454 0.283 6.668 -1.62 -0.45 -0.85 0.000
N 4.218 0.330 7.509 1.26 0.30 1.17 0.001
H 1.136 1.714 7.724 -0.07 0.25 0.18 0.000
H 0.447 0.176 7.473 -0.03 -0.36 -0.25 0.000
H -0.464 1.570 6.990 0.08 0.23 -0.33 0.000
H 1.612 2.079 5.332 0.28 0.15 0.44 0.000
H 0.507 0.928 4.917 0.43 -0.72 -0.43 0.000
H 2.908 0.325 4.695 -0.05 -0.84 -0.41 0.000
H 2.024 -0.929 5.734 0.34 -0.10 -0.29 0.000
C -1.029 -4.921 1.112 -0.52 0.94 0.44 0.000
C 0.394 -5.043 1.542 1.13 -1.07 0.88 0.000
C 1.015 -6.324 0.988 0.26 -0.60 -0.52 0.000
C 1.002 -6.385 -0.464 0.24 0.44 -2.41 0.000
N 0.973 -6.389 -1.626 0.10 -0.32 1.74 0.000
H -1.447 -4.044 1.606 -0.18 0.16 -0.21 0.000
H -1.593 -5.757 1.526 -0.12 -0.23 -0.36 0.000
H -1.154 -4.803 0.036 0.06 -0.21 0.01 0.000
H 0.453 -5.190 2.620 -0.25 0.13 0.25 0.000
H 1.061 -4.194 1.388 -0.34 0.16 -0.60 0.000
H 0.466 -7.234 1.230 -0.39 0.11 0.66 0.000
H 2.031 -6.534 1.323 0.13 0.33 0.10 0.000
C -1.844 3.073 -0.741 0.14 0.12 -0.58 0.001
C -2.901 2.002 -1.066 0.73 -0.10 1.59 0.000
C -4.295 2.515 -1.409 0.05 -0.12 -0.68 0.000
C -5.376 1.524 -1.338 -0.96 -1.29 -0.01 0.000
N -6.243 0.749 -1.315 1.23 1.13 0.03 0.000
H -2.111 3.726 0.089 -0.15 -0.12 -0.11 0.000
H -1.583 3.700 -1.593 -0.27 0.22 -0.23 0.000
H -0.902 2.593 -0.478 -0.12 -0.29 0.23 0.001
H -2.949 1.437 -0.135 -0.13 -0.36 0.00 0.000
H -2.497 1.316 -1.811 -0.26 0.03 -0.18 0.000
H -4.243 2.812 -2.456 -0.33 0.47 -0.04 0.000
H -4.627 3.351 -0.792 0.31 0.17 -0.02 0.000
C -1.719 -1.867 6.342 -0.17 0.55 -0.40 0.000
C -1.645 -1.392 4.871 1.06 -0.37 0.17 0.001
C -1.010 -2.501 3.985 -0.35 0.04 0.61 0.003
C 0.241 -3.026 4.513 -1.38 1.16 -0.54 0.002
N 1.174 -3.499 4.947 1.91 -0.93 0.86 0.000
H -0.746 -2.072 6.788 0.17 0.05 -0.25 0.000
H -2.305 -2.780 6.444 -0.19 0.00 -0.06 0.000
H -2.167 -1.079 6.947 -0.16 -0.07 0.10 0.000
H -1.023 -0.504 4.759 0.03 0.06 0.18 0.001
H -2.614 -1.090 4.473 -0.05 -0.41 0.00 0.001
H -0.813 -2.197 2.957 -0.40 0.06 -0.09 0.002
H -1.645 -3.382 4.075 -0.44 0.01 -0.69 0.000
C -3.534 -2.244 -2.029 0.37 -0.28 -0.15 0.000
C -3.745 -2.869 -0.646 0.81 0.31 0.07 0.000
C -3.922 -1.819 0.463 -0.78 0.08 0.63 0.000
C -4.027 -2.390 1.845 -0.25 -0.78 0.61 0.000
N -4.169 -2.905 2.882 0.30 0.95 -1.71 0.000
H -2.579 -1.719 -2.047 0.02 0.19 0.02 0.000
H -4.298 -1.570 -2.416 -0.28 0.06 0.44 0.000
H -3.424 -3.033 -2.774 0.03 -0.10 0.03 0.000
H -2.815 -3.374 -0.386 0.01 -0.27 -0.21 0.000
H -4.512 -3.643 -0.674 -0.27 0.26 0.26 0.000
H -4.830 -1.239 0.296 -0.28 -0.05 0.04 0.000
H -3.143 -1.057 0.464 0.48 -0.26 -0.03 0.000
C 5.044 -2.211 0.731 0.11 0.82 0.42 0.000
C 3.761 -2.600 0.044 0.29 -0.93 -0.41 0.000
C 3.921 -3.916 -0.725 0.11 -0.39 -0.92 0.000
C 4.693 -3.787 -1.975 2.14 0.63 -2.62 0.000
N 5.367 -3.660 -2.936 -2.04 -0.38 2.90 0.000
H 5.851 -2.018 0.024 0.01 -0.08 -0.17 0.000
H 5.416 -2.919 1.472 -0.19 -0.22 -0.02 0.000
H 4.844 -1.272 1.247 0.18 0.07 0.16 0.000
H 3.506 -1.812 -0.664 -0.40 -0.01 0.20 0.000
H 2.950 -2.767 0.753 0.01 0.43 -0.03 0.000
H 2.973 -4.366 -1.020 -0.26 0.10 0.03 0.000
H 4.462 -4.676 -0.161 -0.04 0.00 0.36 0.000
C 2.918 -1.897 -7.783 0.35 -0.05 1.54 0.000
C 3.189 -1.108 -6.458 -0.77 -0.43 -0.57 0.000
C 3.659 -1.935 -5.227 0.16 0.73 -0.43 0.000
C 2.699 -2.905 -4.712 -0.91 -1.36 0.22 0.000
N 1.984 -3.724 -4.303 1.04 1.10 -0.70 0.000
H 2.270 -2.747 -7.570 -0.02 -0.09 -0.06 0.000
H 3.876 -2.280 -8.135 -0.11 -0.01 -0.45 0.000
H 2.405 -1.259 -8.502 0.30 -0.01 -0.10 0.000
H 2.257 -0.600 -6.209 0.11 0.08 0.27 0.000
H 3.903 -0.322 -6.703 0.16 -0.01 0.36 0.000
H 3.876 -1.264 -4.396 -0.07 0.25 -0.03 0.000
H 4.613 -2.429 -5.411 -0.07 -0.27 -0.12 0.000
C 0.935 4.380 2.059 -0.40 0.73 0.19 0.003
C 1.105 5.764 2.788 -0.19 -2.33 -1.00 0.000
C 1.792 6.806 1.880 -0.45 -0.32 0.24 0.000
C 0.987 7.154 0.670 -0.37 0.54 -0.25 0.000
N 0.387 7.467 -0.273 0.77 -0.49 1.20 0.000
H 1.879 3.922 1.764 0.09 0.18 -0.08 0.001
H 0.283 4.507 1.195 0.09 -0.08 -0.29 0.000
H 0.447 3.638 2.692 -0.01 0.04 0.17 0.000
H 1.666 5.459 3.671 0.33 0.90 0.10 0.000
H 0.109 6.063 3.116 0.14 0.40 0.01 0.000
H 2.744 6.440 1.496 0.06 -0.18 0.13 0.000
H 2.010 7.675 2.501 -0.11 0.39 -0.45 0.000
```
Forces are in eV/Å.

The value obtained for the electronic energy is -3104.46536 Eh. The molar mass comes out at 947.02 Da. As for the net charge: -2. The multiplicity is 2. The LUMO energy (spin up / spin down) is 3.7 / 3.7 eV.